No. 1
{
  "formula": "C16H42Cl14O6",
  "method": "wB97M-V/def2-TZVPD",
  "e_lumo_ha": -0.0020,
  "energy_ha": -7528.85535,
  "gap_ev": 9.697,
  "symbols": ["C", "Cl", "Cl", "Cl", "H", "C", "Cl", "Cl", "Cl", "H", "C", "O", "H", "H", "H", "H", "C", "O", "H", "H", "H", "H", "C", "O", "H", "H", "H", "H", "C", "O", "H", "H", "H", "H", "C", "O", "H", "H", "H", "H", "C", "O", "H", "H", "H", "H", "Cl", "C", "C", "Cl", "H", "H", "H", "H", "Cl", "C", "C", "Cl", "H", "H", "H", "H", "Cl", "C", "C", "Cl", "H", "H", "H", "H", "Cl", "C", "C", "Cl", "H", "H", "H", "H"],
  "xyz": [[12.40405, 12.00787, 14.74673], [13.92942, 11.41529, 14.11215], [12.48793, 13.63257, 15.61804], [11.75693, 10.77578, 15.78360], [11.76878, 12.16419, 13.87489], [11.72790, 7.65903, 12.82462], [10.01267, 7.38232, 13.05233], [12.37694, 6.40259, 11.67226], [12.67773, 7.68728, 14.32195], [11.83190, 8.63501, 12.35054], [11.30670, 8.34535, 8.39049], [10.31211, 9.37239, 8.28386], [12.13420, 8.54691, 7.71027], [11.69158, 8.44062, 9.40582], [10.78542, 7.40517, 8.21039], [9.54365, 9.10540, 8.79355], [7.09601, 15.03931, 10.98725], [7.83181, 15.85536, 11.89486], [7.43172, 15.27509, 9.97740], [7.33128, 13.97990, 11.08914], [6.00989, 15.09132, 11.06289], [7.18730, 16.45302, 12.28086], [11.15219, 12.52358, 6.17312], [11.82727, 11.41634, 6.77814], [10.84245, 13.23615, 6.93758], [11.72179, 13.07415, 5.42444], [10.29074, 12.12640, 5.63622], [11.14611, 10.87307, 7.18121], [6.36016, 11.91106, 13.74021], [7.67730, 11.43973, 14.06378], [5.64790, 11.09974, 13.89039], [6.12150, 12.66849, 14.48681], [6.33597, 12.33246, 12.73526], [8.20858, 12.23611, 13.99222], [8.51934, 18.49378, 10.11212], [9.61241, 17.62928, 10.33669], [7.86623, 18.04241, 9.36524], [7.97484, 18.65528, 11.04246], [8.79409, 19.47638, 9.72857], [9.23996, 16.85399, 10.76308], [8.96017, 14.25517, 14.93311], [8.84514, 13.93789, 13.59412], [9.79370, 14.90399, 15.20212], [8.09497, 14.80623, 15.30169], [8.89811, 13.30378, 15.46141], [8.62195, 14.74398, 13.12294], [12.37147, 15.70066, 6.64257], [11.44862, 17.06316, 7.34282], [9.96116, 16.92587, 7.00735], [9.25552, 15.53190, 7.86810], [11.84629, 17.99798, 6.94776], [11.49993, 17.10441, 8.43082], [9.70358, 16.89698, 5.94861], [9.50454, 17.82756, 7.41543], [14.46559, 14.69669, 12.70626], [14.09825, 16.44385, 12.73624], [12.80329, 16.76561, 11.96514], [11.35595, 16.07758, 12.85549], [15.02004, 16.90283, 12.37882], [13.96784, 16.77931, 13.76510], [12.78482, 16.33912, 10.96221], [12.64850, 17.83179, 11.79962], [11.11798, 10.94875, 11.33296], [9.86246, 12.01600, 10.64488], [10.42368, 13.43069, 10.69392], [11.74491, 13.68383, 9.52493], [8.94668, 11.97619, 11.23468], [9.65449, 11.66856, 9.63288], [10.88020, 13.68678, 11.65001], [9.68130, 14.19255, 10.45612], [14.16042, 9.15575, 10.72775], [14.10538, 10.56284, 9.64420], [14.70561, 11.83379, 10.25482], [16.49998, 11.64375, 10.17681], [13.07826, 10.73842, 9.32435], [14.68630, 10.19543, 8.79825], [14.43897, 11.86426, 11.31125], [14.44026, 12.78775, 9.79915]],
  "forces_ev_per_angstrom": [[-0.044, 0.837, -0.118], [0.394, 0.415, 0.004], [0.223, -1.245, -0.595], [-0.529, 0.012, 0.359], [-0.097, 0.034, 0.357], [0.513, -0.277, -0.633], [-0.025, 0.000, 0.301], [-0.264, 0.641, 0.692], [-0.379, -0.201, -0.387], [0.157, -0.340, 0.026], [-0.585, 0.515, 0.847], [-0.058, 0.639, -0.687], [-0.353, -0.055, -0.232], [0.264, -0.663, 0.034], [0.667, -0.300, -0.025], [0.063, -0.036, 0.029], [0.234, -0.814, -1.078], [-0.536, -0.066, 0.182], [-0.348, 0.258, -0.148], [0.249, -0.013, 0.563], [0.087, 0.467, 0.163], [0.187, 0.249, 0.226], [-0.571, -0.501, 0.197], [0.541, 0.617, -0.505], [-0.140, 0.043, -0.100], [0.608, -0.402, 0.231], [-0.336, 0.224, -0.018], [-0.152, -0.224, 0.218], [0.776, -0.183, 0.996], [-0.723, -0.289, -0.355], [0.128, -0.045, -0.361], [-0.407, 0.354, -0.194], [-0.281, -0.076, -0.093], [0.388, 0.011, -0.258], [-0.367, -0.278, -0.050], [0.520, 0.693, -0.250], [-0.404, 0.038, -0.049], [-0.241, 0.101, 0.026], [0.559, -0.156, 0.087], [0.082, -0.243, 0.254], [-0.774, 0.246, 1.645], [0.347, -0.194, -1.069], [0.512, -0.520, -0.123], [-0.466, 0.154, -0.097], [0.715, 0.189, 0.439], [-0.143, 0.210, -0.563], [0.113, 0.393, 0.295], [-0.816, -0.201, -0.341], [0.412, 0.844, 0.404], [-0.190, 0.017, -0.361], [-0.031, -0.126, -0.152], [0.384, -0.358, -0.046], [0.273, -0.396, 0.097], [-0.244, -0.098, 0.105], [-0.172, 0.031, 0.080], [-0.537, 0.129, 0.037], [0.283, -0.317, -0.148], [0.766, 0.479, -0.422], [-0.442, 0.308, -0.454], [0.027, -0.317, 0.071], [0.055, -0.370, 0.204], [-0.045, 0.023, 0.564], [-0.253, -0.301, 0.122], [0.326, 0.726, 0.041], [0.112, 0.229, -0.080], [0.136, -0.068, -0.156], [0.177, -0.233, 0.253], [0.155, 0.101, 0.023], [-0.412, -0.282, 0.074], [-0.133, -0.172, -0.009], [-0.111, 0.058, 0.499], [0.035, 0.575, -0.792], [0.369, -1.040, 0.372], [-0.075, 0.345, 0.164], [0.002, -0.086, 0.149], [-0.119, 0.534, -0.135], [0.029, 0.167, -0.064], [-0.063, -0.423, -0.283]]
}

***

No. 2
{
  "formula": "C16H42CuN4O9",
  "method": "wB97M-V/def2-TZVPD",
  "charge": 2,
  "e_lumo_ha": [-0.2459, -0.3512],
  "energy_ha": -3170.68371,
  "spin_multiplicity": 2,
  "gap_ev": [6.958, 4.092],
  "symbols": ["Cu", "C", "C", "N", "C", "C", "N", "C", "C", "H", "H", "H", "H", "H", "H", "H", "H", "H", "H", "H", "N", "O", "O", "O", "C", "O", "C", "C", "N", "C", "C", "O", "C", "H", "H", "H", "H", "H", "H", "H", "H", "H", "H", "H", "H", "H", "H", "H", "C", "O", "H", "H", "H", "H", "C", "O", "H", "H", "H", "H", "C", "O", "H", "H", "H", "H", "C", "O", "H", "H", "H", "H"],
  "xyz": [[-0.59612, 0.62718, -2.06185], [-2.64872, 1.35541, 2.54074], [-3.19099, 0.53825, 1.38917], [-4.05238, -0.56722, 1.84951], [-5.09129, -0.51759, 2.75872], [-5.59081, -1.76868, 2.88698], [-4.90730, -2.57965, 2.01105], [-3.94967, -1.84585, 1.46360], [-5.12966, -3.99500, 1.70473], [-1.98169, 0.76933, 3.17709], [-3.44609, 1.76301, 3.16228], [-2.07851, 2.21836, 2.20315], [-2.39961, 0.17070, 0.73130], [-3.89664, 1.14092, 0.81016], [-5.37885, 0.39384, 3.25268], [-6.38590, -2.11699, 3.52361], [-3.21317, -2.29857, 0.81902], [-5.97148, -4.11354, 1.02367], [-5.33852, -4.56680, 2.60271], [-4.24872, -4.33618, 1.16744], [1.00317, -0.40253, 0.65571], [2.21473, -0.45871, 0.38265], [0.19724, -0.13572, -0.28769], [0.58759, -0.48954, 1.79621], [-2.75338, 1.05725, -4.36139], [-1.38100, 0.87802, -4.01372], [-0.50663, 1.43022, -4.99429], [0.94062, 1.12764, -4.68108], [1.15779, 1.31018, -3.22227], [1.42004, 2.73215, -2.92216], [1.61273, 2.98146, -1.43648], [0.47924, 2.42935, -0.80048], [0.40274, 2.60429, 0.59314], [-2.98210, 2.08308, -4.65923], [-3.39030, 0.85018, -3.50276], [-3.03967, 0.39912, -5.18234], [-0.71957, 2.48643, -5.18961], [-0.72720, 1.00037, -5.97920], [1.61285, 1.68768, -5.32903], [1.09337, 0.05584, -4.82460], [2.00672, 0.76305, -3.00176], [0.55175, 3.31639, -3.23237], [2.31978, 3.05081, -3.45180], [1.62892, 4.06300, -1.29534], [2.51282, 2.43461, -1.14176], [-0.50914, 2.14461, 0.96093], [0.38020, 3.65732, 0.89250], [1.25414, 2.16329, 1.12205], [-0.49671, -1.89620, 4.69363], [-0.64059, -0.52112, 4.37469], [-0.18505, -1.99723, 5.73263], [-1.48308, -2.37535, 4.61963], [0.15965, -2.46972, 4.03638], [-0.24448, -0.35845, 3.51436], [4.98368, 1.31826, 0.91659], [5.81212, 2.38435, 1.33650], [5.27853, 0.88682, -0.05089], [4.96339, 0.53378, 1.67505], [4.00802, 1.77000, 0.73102], [6.66356, 2.03734, 1.61951], [4.60688, -0.62969, -2.83358], [3.28022, -0.33549, -2.41656], [4.85914, -0.05849, -3.72830], [5.36506, -0.37409, -2.09074], [4.72974, -1.68346, -3.09660], [3.19996, -0.59407, -1.48577], [2.74330, -3.32163, 1.82493], [2.92792, -4.40689, 2.71688], [3.29492, -3.54020, 0.90245], [1.71582, -3.29573, 1.44614], [2.97036, -2.37215, 2.30378], [3.61631, -4.19139, 3.34870]],
  "forces_ev_per_angstrom": [[2.861, 0.674, -0.267], [0.296, -0.013, 0.510], [-0.880, 0.762, 0.018], [0.405, -1.575, 0.137], [0.214, 0.344, 0.087], [-0.533, 0.066, -0.115], [0.210, 0.290, 0.617], [0.132, 0.075, -0.513], [-0.142, 0.054, -0.376], [-0.214, -0.047, 0.000], [-0.052, -0.093, -0.028], [-0.127, -0.024, -0.260], [-0.147, -0.329, 0.235], [0.359, 0.192, -0.240], [0.016, -0.032, 0.012], [-0.037, -0.078, -0.122], [0.093, 0.414, -0.121], [-0.097, 0.225, 0.087], [0.287, 0.033, 0.090], [0.053, -0.289, 0.302], [2.588, 0.616, 0.408], [-1.051, -0.190, 0.025], [-2.383, -0.257, -1.665], [-0.415, -0.258, -0.501], [-1.075, 0.173, -0.164], [0.280, -0.088, 1.194], [0.245, 0.442, -1.792], [-1.265, -1.323, 1.028], [0.191, 0.567, -0.344], [-0.512, 0.223, 0.672], [-0.156, -0.569, -0.715], [-0.834, -0.077, -0.648], [0.293, 0.409, 1.038], [0.380, 0.061, 0.013], [0.242, -0.222, 0.092], [0.206, -0.105, 0.047], [0.029, 0.151, 0.764], [-0.136, -0.380, 0.223], [0.103, 0.166, 0.237], [0.151, 0.082, -0.348], [-0.073, -0.372, 0.710], [0.114, 0.029, -0.326], [-0.080, 0.055, -0.146], [0.484, -0.043, 0.316], [0.129, 0.418, 0.486], [0.066, -0.138, -0.212], [-0.027, 0.069, -0.340], [0.016, -0.142, -0.205], [-0.812, -0.421, 0.182], [0.128, 0.098, -0.196], [0.208, 0.036, -0.101], [0.047, -0.034, 0.056], [0.277, 0.346, 0.014], [0.186, -0.115, 0.140], [0.166, 0.282, -0.176], [0.105, 0.031, -0.192], [0.278, -0.021, 0.134], [-0.412, -0.060, -0.121], [-0.158, -0.261, 0.387], [-0.018, 0.019, -0.027], [0.838, -0.236, -0.573], [-0.001, 0.132, 0.249], [-0.293, 0.097, 0.042], [-0.246, 0.034, 0.165], [-0.165, 0.007, 0.139], [-0.318, 0.100, -0.034], [-0.027, -0.614, -0.481], [-0.511, -0.055, 0.079], [0.507, 0.578, 0.189], [-0.219, -0.074, 0.598], [0.163, 0.148, -0.340], [0.067, 0.036, -0.034]]
}

***

No. 3
{
  "formula": "C16H42F3N3O6",
  "method": "wB97M-V/def2-TZVPD",
  "e_lumo_ha": -0.0709,
  "e_above_lowest_ev": 6.268,
  "energy_ha": -1549.79769,
  "gap_ev": 3.538,
  "symbols": ["O", "H", "H", "H", "C", "O", "O", "C", "F", "F", "F", "C", "C", "H", "H", "H", "H", "H", "H", "C", "C", "C", "O", "C", "N", "H", "H", "H", "H", "H", "H", "H", "H", "H", "H", "H", "C", "C", "C", "O", "C", "N", "H", "H", "H", "H", "H", "H", "H", "H", "H", "H", "H", "C", "C", "C", "O", "C", "N", "H", "H", "H", "H", "H", "H", "H", "H", "H", "H", "H"],
  "xyz": [[-0.19466, 2.74578, -0.81205], [0.21120, 2.38817, -1.60515], [0.42988, 2.72435, -0.08330], [-0.91909, 2.19271, -0.51051], [-5.46256, -0.31928, 0.05038], [-6.07318, -1.36794, -0.68472], [-4.10833, -0.29037, -0.16864], [-6.26119, 1.05476, -0.31586], [-6.71581, 0.97396, -1.58091], [-7.26392, 1.24456, 0.49156], [-5.43165, 2.09672, -0.23246], [-5.93503, -2.73225, -0.21392], [-6.79724, -3.73046, -0.99925], [-6.65885, -4.78589, -0.76469], [-7.86800, -3.63748, -0.81777], [-6.66649, -3.42698, -2.03795], [-6.14152, -2.84037, 0.85087], [-4.91828, -3.12319, -0.25264], [-5.60549, -0.54599, 1.10692], [2.98747, 4.91249, 3.11801], [2.38341, 3.82605, 4.04654], [2.64774, 3.97480, 5.49981], [3.87203, 3.50998, 5.89222], [4.11537, 3.63385, 7.26495], [0.94714, 3.85277, 3.78516], [2.79830, 5.93356, 3.44926], [2.53962, 4.80995, 2.12957], [4.06007, 4.77544, 2.98069], [2.87766, 2.92073, 3.69415], [1.96503, 3.47575, 6.18753], [2.56682, 5.03969, 5.71788], [3.50048, 3.00448, 7.90829], [4.08990, 4.66108, 7.62860], [5.13712, 3.30996, 7.46300], [0.46422, 3.43539, 4.56790], [0.71258, 4.83079, 3.69271], [-0.10152, -3.22653, 2.93021], [0.72892, -3.43750, 1.59487], [0.47176, -4.78674, 0.86674], [-0.91285, -4.98269, 0.68167], [-1.24463, -6.19969, -0.01387], [0.56549, -2.27603, 0.72055], [0.33449, -2.55056, 3.66578], [-0.31579, -4.21472, 3.33726], [-1.11488, -2.84159, 2.81618], [1.72683, -3.37873, 2.02939], [0.79641, -5.57007, 1.55164], [1.07219, -4.74956, -0.04221], [-1.02572, -6.20404, -1.08166], [-2.33096, -6.28376, -0.04419], [-0.78705, -7.07171, 0.45335], [0.66848, -2.59367, -0.23266], [-0.41643, -2.06433, 0.61520], [3.48916, 1.05975, -3.53785], [2.65295, 1.36761, -4.74395], [3.15185, 0.52615, -5.94372], [2.31180, 0.88613, -6.98386], [2.62319, 0.59640, -8.35276], [1.30753, 0.96686, -4.46746], [3.22216, 1.62053, -2.64212], [4.45739, 1.45384, -3.84659], [3.64056, 0.03101, -3.21091], [2.66463, 2.42803, -4.99589], [2.99006, -0.53819, -5.77311], [4.23572, 0.60536, -5.85977], [1.69453, 0.79610, -8.88738], [2.87813, -0.44734, -8.53641], [3.35618, 1.29587, -8.75471], [0.65942, 1.29135, -5.17086], [1.26529, -0.03514, -4.58708]],
  "forces_ev_per_angstrom": [[-0.097, 0.693, 0.426], [0.380, -0.603, -1.198], [0.939, 0.273, 0.740], [-1.572, -0.846, -0.028], [3.457, -0.073, -0.065], [-1.463, -1.808, -0.553], [-1.605, 0.785, 0.025], [2.568, -3.450, -0.872], [-0.293, 0.673, -0.127], [-1.612, 0.668, 0.970], [-0.084, 0.675, -0.018], [0.250, 0.150, 0.533], [-0.804, 1.347, -0.147], [0.898, 0.089, -0.243], [-0.153, 0.583, 0.186], [0.116, -0.751, -0.271], [-0.444, 0.520, 0.354], [0.477, 0.563, -0.498], [-0.798, 0.282, 0.683], [0.279, -0.356, 0.349], [0.358, 0.171, -1.617], [-0.398, 0.998, 1.296], [2.003, -0.510, -0.125], [1.029, -0.046, 0.449], [0.344, -0.372, -0.319], [-0.037, 0.028, 0.223], [-0.087, -0.091, -0.028], [0.026, 0.104, 0.208], [-0.457, -0.539, 0.102], [-1.057, -0.191, -0.509], [-0.134, 0.510, 0.296], [-0.562, -0.051, -0.209], [-0.397, 0.280, -0.148], [0.058, -0.116, -0.288], [-0.398, 0.147, -0.040], [-0.577, 0.014, 0.221], [-0.762, -0.712, -0.934], [-1.133, 0.683, 1.506], [-0.178, 0.768, 1.745], [-0.159, -0.384, -1.095], [-0.380, 0.700, 0.075], [-0.414, 0.077, -0.722], [0.538, -0.295, -0.170], [0.460, -0.024, 0.452], [-0.041, 0.170, -0.730], [0.486, -0.582, -0.715], [0.567, -0.345, -0.176], [-0.120, -0.394, -0.359], [0.767, 0.348, -0.102], [-0.005, -0.005, 0.656], [-0.009, -0.045, 0.129], [0.939, -0.136, -0.431], [-0.623, 0.257, 0.834], [1.541, 1.074, 0.221], [-0.365, -1.859, -0.243], [-0.132, 0.001, 1.583], [0.410, 0.674, -1.583], [-0.615, 0.359, 0.423], [-1.889, 0.235, 0.612], [-0.315, 0.129, -0.096], [0.554, -0.179, 0.528], [-0.405, -0.200, -0.513], [0.234, -0.011, -0.015], [-0.106, -0.355, 0.564], [0.472, 0.634, -1.695], [-0.004, -0.061, 0.002], [0.293, -0.036, 0.201], [0.352, -0.210, 0.124], [0.011, 0.285, -0.205], [-0.121, -0.317, 0.372]]
}